{"formula": "C19H40NP3PtS", "method": "wB97M-V/def2-TZVPD", "spin_multiplicity": 5, "homo_energy_ev": [-17.75, -19.17], "energy_ev": -63745.43327, "total_charge": 4, "symbols": ["Pt", "P", "P", "P", "H", "C", "C", "H", "C", "C", "C", "C", "C", "C", "C", "C", "C", "H", "H", "H", "H", "H", "H", "H", "H", "H", "H", "H", "H", "H", "H", "H", "H", "H", "H", "H", "H", "H", "H", "H", "H", "H", "H", "H", "H", "H", "C", "C", "C", "C", "C", "C", "S", "H", "H", "H", "H", "H", "H", "C", "C", "N", "H", "H", "H"], "xyz": [[0.045729, 0.329711, -0.232781], [2.084989, 1.204717, 0.726186], [-1.849126, 1.719515, 0.100976], [0.500210, 0.905118, -2.370505], [-1.201618, -2.185531, -0.066964], [-0.414063, -1.829180, -0.734482], [0.925213, -1.771315, -0.267142], [1.151364, -2.079125, 0.755318], [2.619821, 0.672999, 2.386029], [1.994762, 3.019503, 0.914109], [3.589229, 0.868254, -0.251923], [-3.329590, 0.894229, -0.584934], [-2.369833, 2.169871, 1.793986], [-1.725994, 3.366177, -0.686501], [1.701251, -0.260645, -3.076325], [1.248790, 2.539951, -2.605808], [-1.029743, 0.973695, -3.347422], [-0.608020, -1.953629, -1.801665], [1.757943, -1.821872, -0.968187], [2.514217, -0.412744, 2.493630], [2.027158, 1.180846, 3.157093], [3.677595, 0.943114, 2.509926], [1.143200, 3.277655, 1.556786], [1.873283, 3.509377, -0.058178], [2.919602, 3.375086, 1.388259], [3.669019, -0.207668, -0.449648], [4.459770, 1.177526, 0.343088], [3.594558, 1.412820, -1.201392], [-4.203449, 1.551628, -0.477006], [-3.501819, -0.030959, -0.018451], [-3.188348, 0.644199, -1.643321], [-3.171771, 2.919075, 1.723962], [-1.527613, 2.603042, 2.349853], [-2.749271, 1.289127, 2.327972], [-2.600579, 3.957291, -0.379900], [-1.704479, 3.305172, -1.779693], [-0.817723, 3.869852, -0.326683], [1.902251, 0.004892, -4.120583], [1.314565, -1.285763, -3.046651], [2.639819, -0.220457, -2.511226], [1.336386, 2.707647, -3.686804], [2.246575, 2.591871, -2.157859], [0.607322, 3.316845, -2.175122], [-0.787136, 1.210552, -4.390083], [-1.695706, 1.752567, -2.962466], [-1.554353, 0.010875, -3.316212], [-0.528936, -2.736344, -6.497900], [-1.662785, -2.762307, -7.330127], [-1.949088, -3.912636, -8.064494], [-1.089436, -5.016211, -8.007919], [0.095294, -4.947906, -7.262417], [0.391529, -3.802948, -6.522692], [-0.235891, -1.384553, -5.434617], [-0.887924, -1.814609, -4.283448], [-2.313225, -1.886511, -7.336391], [-2.859885, -3.936646, -8.663249], [-1.345540, -5.927117, -8.548021], [0.776587, -5.797759, -7.241563], [1.301370, -3.724108, -5.925588], [-0.578971, -0.684486, 4.200179], [-0.454371, -0.446242, 2.790251], [-0.363435, -0.204623, 1.656935], [0.299710, -1.241651, 4.554778], [-1.485106, -1.273246, 4.393696], [-0.647882, 0.270793, 4.742232]], "forces_ev_per_angstrom": [[1.730, 1.698, -2.145], [2.083, 0.857, 0.963], [-3.272, 1.675, 0.801], [0.533, 0.683, -1.165], [0.158, 0.305, -0.104], [1.191, -1.092, 0.399], [-1.147, -1.850, -0.318], [-0.111, 0.299, -0.208], [-0.556, -0.361, 0.096], [-0.575, -0.018, -0.373], [-0.292, -0.174, -0.369], [0.436, -0.385, -0.161], [0.379, -0.339, 0.190], [0.631, -0.144, -0.281], [-0.193, 0.018, -0.621], [-0.059, -0.006, -0.282], [0.219, -0.277, -0.574], [0.035, 0.305, 0.275], [-0.174, 0.358, 0.151], [0.140, 0.190, 0.085], [0.138, -0.143, -0.143], [-0.266, -0.014, -0.073], [0.226, 0.012, -0.070], [0.073, -0.018, 0.251], [-0.094, -0.173, -0.074], [0.121, 0.198, 0.084], [-0.235, -0.008, -0.113], [0.091, -0.130, 0.229], [0.214, -0.023, 0.036], [-0.060, 0.214, -0.133], [-0.153, 0.069, 0.290], [0.178, -0.180, -0.059], [-0.247, -0.046, -0.066], [0.079, 0.258, -0.133], [0.107, -0.223, 0.013], [-0.009, 0.140, 0.315], [-0.282, 0.014, -0.111], [0.185, -0.038, 0.172], [0.143, 0.131, 0.034], [-0.245, 0.033, -0.188], [0.077, 0.153, 0.183], [-0.257, 0.037, -0.172], [0.198, -0.118, -0.154], [-0.162, 0.108, 0.110], [0.210, -0.235, -0.159], [-0.019, 0.291, 0.107], [-0.042, -0.735, -0.592], [-0.378, 0.372, 0.363], [0.274, 0.171, 0.161], [0.035, 0.290, 0.120], [-0.238, 0.327, -0.045], [0.257, -0.049, 0.481], [-0.404, -0.883, -0.451], [0.272, 0.116, -0.665], [-0.037, -0.400, -0.217], [0.273, -0.016, 0.127], [0.122, 0.239, 0.096], [-0.102, 0.268, 0.011], [-0.175, -0.281, -0.237], [0.002, -0.158, 0.603], [0.004, 0.520, -1.473], [-1.000, -1.754, 5.336], [-0.223, 0.088, -0.007], [0.171, 0.063, 0.007], [0.022, -0.229, -0.154]]}

{"formula": "C19H41Cl3F3N3O15S", "method": "wB97M-V/def2-TZVPD", "homo_energy_ev": -13.92, "energy_ev": -112089.35974, "total_charge": 2, "symbols": ["N", "H", "H", "H", "H", "N", "H", "H", "H", "H", "N", "H", "H", "H", "H", "C", "O", "O", "C", "F", "F", "F", "C", "C", "H", "H", "H", "H", "H", "H", "C", "Cl", "Cl", "Cl", "H", "C", "C", "C", "O", "C", "O", "O", "H", "H", "H", "H", "H", "H", "C", "C", "C", "O", "C", "O", "O", "H", "H", "H", "H", "H", "H", "C", "C", "C", "O", "C", "O", "O", "H", "H", "H", "H", "H", "H", "C", "C", "O", "S", "O", "O", "O", "H", "H", "H", "H"], "xyz": [[-0.230824, 4.643257, -3.742278], [0.546038, 5.205947, -4.076202], [-0.912901, 5.279085, -3.315512], [0.037003, 4.024346, -2.896386], [-0.682599, 4.051102, -4.445102], [3.706521, 4.966213, -1.313148], [4.633732, 5.329672, -1.018032], [3.573308, 5.434586, -2.211209], [3.002530, 5.212309, -0.607809], [3.765775, 3.930845, -1.323689], [-1.449010, 4.536909, 0.703259], [-2.188139, 4.053874, 1.234675], [-0.559215, 4.622070, 1.185646], [-1.748612, 5.451352, 0.342179], [-1.372380, 3.972646, -0.183629], [0.338995, 1.988236, -0.889231], [-0.560070, 1.990289, 0.199503], [0.352011, 3.204361, -1.453171], [1.698654, 1.396901, -0.377026], [2.220691, 0.680703, -1.425542], [2.708649, 2.335624, -0.131784], [1.674819, 0.643511, 0.710857], [-1.264246, 0.785384, 0.500451], [-2.267853, 1.189301, 1.534007], [-1.916838, 1.587938, 2.488018], [-2.972696, 1.953256, 1.184749], [-2.850250, 0.331109, 1.865809], [-0.709998, -0.119504, 0.748967], [-1.821209, 0.528610, -0.409554], [-0.005033, 1.205516, -1.579577], [-1.712626, 1.784387, 5.564427], [-0.709710, 2.890437, 4.585033], [-3.420862, 1.707843, 5.028713], [-1.678305, 2.246335, 7.249637], [-1.318183, 0.789652, 5.438464], [2.812093, -2.008388, 1.322502], [3.707171, -3.252105, 1.286043], [4.248299, -3.723800, -0.115781], [5.651724, -3.787109, 0.072510], [6.026664, -3.368977, 1.325278], [7.151769, -3.347582, 1.706182], [4.932144, -2.929190, 2.003483], [3.016975, -1.387928, 2.185960], [1.812676, -2.439729, 1.479228], [2.791049, -1.499347, 0.365863], [3.306945, -4.129771, 1.802497], [3.882134, -3.089848, -0.922736], [3.842012, -4.730247, -0.227500], [1.420319, -3.265286, -3.656310], [1.331782, -2.116836, -2.685569], [0.289457, -1.030175, -3.018477], [-0.649213, -1.061561, -1.920820], [-0.233477, -2.005918, -1.015256], [-0.820837, -2.306406, -0.017751], [0.880997, -2.635254, -1.422800], [0.444651, -3.608573, -4.000162], [1.833014, -4.108759, -3.096896], [2.091563, -3.113241, -4.498905], [2.273445, -1.588600, -2.527480], [-0.273386, -1.365743, -3.899879], [0.798048, -0.126932, -3.355380], [-1.060945, -5.089811, 3.594443], [-1.268952, -3.763871, 4.287762], [-1.201217, -2.560460, 3.323436], [-2.342686, -1.787906, 3.679205], [-3.191051, -2.537193, 4.415023], [-4.223159, -2.181679, 4.819789], [-2.571593, -3.645141, 4.873391], [-1.257897, -5.956096, 4.226838], [-0.009356, -5.154885, 3.297405], [-1.685365, -5.254169, 2.711458], [-0.545085, -3.750751, 5.109324], [-1.201592, -2.919469, 2.296091], [-0.335058, -1.914760, 3.450001], [-3.978449, 1.130817, -4.307885], [-2.634714, 0.651488, -3.717846], [-2.655264, 0.878084, -2.300194], [-3.668968, 2.108745, -2.025548], [-3.026180, 3.338919, -2.395091], [-4.277907, 1.988967, -0.766769], [-4.670083, 1.753712, -3.209287], [-4.580376, 0.263160, -4.561857], [-3.873324, 1.846592, -5.118738], [-1.733226, 1.151443, -4.085740], [-2.482737, -0.402532, -3.928567]], "forces_ev_per_angstrom": [[-0.486, -0.071, 1.354], [-0.030, -0.293, -0.397], [-0.211, -0.141, -0.529], [0.339, -0.699, 0.271], [0.192, 0.401, -0.006], [1.272, 0.115, 0.709], [-0.461, -0.315, 0.290], [-0.539, -0.534, -0.053], [0.032, 0.065, -0.311], [-0.288, 0.301, -0.414], [-1.041, 0.049, -1.924], [0.383, 0.342, 0.287], [-0.057, -0.482, 0.066], [-0.204, -0.089, 0.811], [0.902, -0.266, 0.816], [-1.008, -0.512, 0.096], [0.851, 0.439, 0.392], [0.794, 1.057, -0.362], [1.518, 0.774, -0.821], [-0.141, -0.119, 0.677], [-0.767, 0.096, -0.089], [-0.383, 0.183, -0.590], [-1.462, 0.270, -0.628], [-0.805, -0.096, 1.258], [0.789, -0.105, -0.223], [0.030, -0.336, -0.321], [-0.241, -0.107, -0.266], [0.571, 0.540, 0.361], [0.234, -0.202, 0.379], [0.013, -0.069, -0.060], [-0.885, 0.025, 0.105], [-0.170, -0.043, 0.010], [0.643, 0.174, -0.155], [0.234, -0.014, 0.013], [0.188, -0.109, 0.026], [-0.906, -1.982, 0.024], [1.401, 0.590, -0.039], [-0.989, -0.417, 1.896], [0.012, 0.150, -0.237], [-0.229, 0.362, -0.336], [-0.682, -0.029, -0.088], [0.331, -0.393, -0.371], [0.293, 0.215, -0.105], [-0.133, 0.523, -0.157], [0.281, 0.305, 0.096], [-0.317, 0.385, 0.015], [0.635, 0.175, -0.139], [0.296, -0.019, -0.558], [0.358, -0.713, 0.318], [-0.134, 0.579, -0.105], [-0.541, -1.892, -1.333], [1.236, 0.325, 0.107], [-0.349, -0.843, 0.219], [0.201, 0.631, -0.602], [-0.139, 0.616, -0.042], [-0.078, 0.256, -0.066], [0.113, 0.006, -0.090], [-0.128, 0.317, -0.059], [0.232, -0.509, 0.106], [-0.023, 0.062, 0.140], [-0.472, 0.640, 1.099], [-0.058, -0.561, -0.322], [0.295, -0.513, 0.135], [0.442, -0.273, 0.564], [-0.066, 0.050, -1.081], [1.885, -0.291, 1.362], [-2.245, 0.746, -0.013], [0.209, -0.354, -0.829], [0.056, 0.248, 0.332], [-0.081, 0.012, -0.092], [0.023, 0.399, -0.019], [-0.113, 0.490, -0.040], [-0.444, 0.242, -0.144], [0.159, -0.107, 0.145], [0.102, -0.203, 0.665], [0.888, -0.049, -0.351], [-1.112, 0.673, -0.022], [0.134, -0.484, -1.779], [0.562, 0.152, 0.266], [-0.133, -0.115, 0.262], [0.020, 0.171, 0.751], [-0.088, 0.204, -0.342], [-0.040, -0.124, -0.064], [-0.329, 0.270, -0.295], [-0.138, -0.151, 0.445]]}

{"formula": "C19H41F3NO6P", "method": "wB97M-V/def2-TZVPD", "smiles": "CC(C)=N[PH3]CCC(F)=C(F)F.COCCOCCOC.COCCOCCOC", "homo_energy_ev": -8.04, "energy_ev": -51573.16041, "symbols": ["C", "C", "C", "N", "P", "C", "C", "C", "F", "C", "F", "F", "H", "H", "H", "H", "H", "H", "H", "H", "H", "H", "H", "H", "H", "C", "O", "C", "C", "O", "C", "C", "O", "C", "H", "H", "H", "H", "H", "H", "H", "H", "H", "H", "H", "H", "H", "H", "C", "O", "C", "C", "O", "C", "C", "O", "C", "H", "H", "H", "H", "H", "H", "H", "H", "H", "H", "H", "H", "H", "H"], "xyz": [[8.011144, 4.197297, 3.134672], [8.014751, 4.524948, 1.566543], [8.194907, 3.251126, 0.601597], [7.845336, 5.743901, 1.085755], [6.038717, 5.951742, 1.043722], [4.102613, 6.045818, 1.069508], [3.651575, 4.882170, 2.100847], [2.240126, 4.276499, 1.750487], [1.201404, 5.214352, 1.525602], [1.933961, 2.909791, 1.652485], [1.304552, 2.445923, 0.478962], [2.179485, 1.953980, 2.618671], [7.707765, 5.097496, 3.756349], [8.993041, 3.732441, 3.454919], [7.191953, 3.418554, 3.284585], [7.615180, 3.451003, -0.363884], [7.624742, 2.406013, 1.122195], [9.278785, 3.000757, 0.412537], [5.974831, 5.986324, 2.494509], [6.147864, 7.214069, 0.388507], [5.875029, 4.744228, 0.272769], [3.784381, 7.079071, 1.432886], [3.708175, 5.858972, 0.015442], [4.441282, 4.061413, 1.972984], [3.713075, 5.352799, 3.131546], [-1.310464, 0.417349, 0.546972], [-2.112998, 0.692951, -0.584268], [-1.806889, 1.946254, -1.183913], [-2.130486, 1.922713, -2.672560], [-1.175919, 1.206541, -3.458143], [-1.168160, -0.213295, -3.306096], [-2.373484, -0.907200, -3.920404], [-3.528843, -0.715333, -3.113037], [-4.726301, -0.727407, -3.863977], [-1.547590, 1.111584, 1.361272], [-1.521321, -0.601580, 0.874029], [-0.247410, 0.481644, 0.292782], [-0.748382, 2.190730, -1.051776], [-2.416736, 2.710599, -0.687783], [-2.088928, 2.952488, -3.039637], [-3.143430, 1.566799, -2.861529], [-1.023452, -0.495203, -2.262174], [-0.277372, -0.553216, -3.844535], [-2.187377, -1.986435, -3.983088], [-2.537487, -0.515737, -4.931913], [-4.683211, -0.002795, -4.683787], [-5.545391, -0.439441, -3.202410], [-4.925182, -1.729903, -4.256198], [-4.973084, -6.080232, 3.230750], [-4.118743, -5.401334, 2.333503], [-2.798049, -5.926766, 2.328206], [-2.133177, -5.698946, 0.976149], [-2.589693, -6.584415, -0.047416], [-3.919967, -6.372849, -0.525683], [-4.078905, -5.120416, -1.373492], [-4.068725, -3.956711, -0.558600], [-3.562746, -2.820294, -1.236375], [-4.662930, -5.898129, 4.266147], [-5.985220, -5.700315, 3.089709], [-4.979255, -7.156198, 3.021754], [-2.807262, -6.999944, 2.545842], [-2.229871, -5.406643, 3.108710], [-1.066734, -5.916517, 1.088457], [-2.205847, -4.658543, 0.658676], [-4.641297, -6.406619, 0.291726], [-4.134553, -7.236897, -1.163314], [-5.040990, -5.148868, -1.899441], [-3.269914, -5.082903, -2.113978], [-2.572770, -3.024926, -1.659980], [-3.458137, -2.010028, -0.513052], [-4.249992, -2.504298, -2.020322]], "forces_ev_per_angstrom": [[-0.817, -0.203, -0.858], [1.262, 1.332, -0.445], [-1.414, 0.537, 0.880], [-0.848, -3.564, 1.019], [-0.631, 0.772, 0.342], [-0.680, -0.200, 0.083], [-0.478, 0.499, -0.245], [0.072, -0.982, 1.087], [2.059, -1.617, -0.903], [-0.338, 1.731, -0.901], [0.349, 0.370, 3.197], [0.353, 1.436, -2.700], [0.778, -1.012, -0.889], [-1.126, 0.653, -0.329], [1.044, 0.710, -0.091], [1.163, -0.067, 1.183], [1.181, 0.764, -0.702], [-1.270, 0.239, 0.224], [0.037, -0.100, -0.729], [0.113, -0.609, 0.206], [0.139, 0.501, 0.274], [0.137, -1.392, -0.462], [0.349, 0.267, 1.347], [-1.280, 0.796, 0.494], [-0.103, -0.821, -1.079], [-0.174, 0.017, -0.130], [0.247, -0.142, -0.079], [-0.363, -0.277, -0.138], [0.200, 0.164, 0.054], [-0.234, -0.192, 0.175], [0.165, 0.066, -0.210], [-0.062, 0.039, 0.396], [0.013, 0.596, -0.462], [0.090, -0.004, 0.248], [0.166, -0.018, 0.063], [-0.120, 0.069, -0.031], [-0.018, 0.076, 0.100], [0.011, 0.001, -0.005], [0.098, 0.208, -0.078], [0.136, -0.055, 0.033], [0.015, -0.153, 0.197], [-0.263, -0.029, 0.020], [-0.105, 0.082, -0.069], [0.171, -0.034, -0.165], [0.010, 0.004, 0.043], [0.004, -0.086, -0.082], [0.110, -0.081, 0.037], [-0.073, 0.002, -0.162], [0.138, 0.206, -0.090], [-0.115, -0.298, -0.101], [-0.142, 0.435, -0.245], [0.085, -0.224, 0.066], [-0.190, 0.249, 0.119], [0.109, -0.162, -0.207], [-0.169, 0.184, 0.451], [0.441, -0.152, -0.009], [-0.321, -0.185, 0.313], [-0.071, -0.154, 0.047], [0.097, 0.082, -0.003], [0.032, -0.025, 0.118], [0.000, -0.039, -0.007], [0.209, -0.133, 0.023], [-0.080, -0.125, 0.007], [-0.241, 0.026, 0.116], [0.019, 0.271, 0.008], [0.132, 0.076, -0.016], [0.019, -0.205, -0.174], [-0.003, -0.014, 0.032], [-0.015, -0.001, -0.125], [-0.121, -0.043, -0.077], [0.114, -0.062, -0.004]]}

Q: Which formula does entry 1 have?
A: C19H40NP3PtS